# 1
Computed, not measured: C64H54CdO3P2S5 as an isolated structure, with the ωB97M-V functional and the def2-TZVPD basis.

Summary:
Calculated total energy in a.u.: -5538.37729
Relative energy (zero: lowest compared OMol25 entry of this formula, charge and spin) in kJ/mol: 0.0
HOMO energy in eV: -1.06
Kohn-Sham gap in eV: 4.647
Maximum force in hartree/bohr: 0.018

ORCA input file:
```
! RIJCOSX wB97M-V def2-TZVPD def2/J DEFGRID3
* xyz -2 1
Cd -1.948 -1.823 -0.249
O 0.386 -5.495 -0.320
S 0.777 -4.085 -0.042
C 1.832 -4.432 1.498
C 1.849 -5.736 1.987
C 2.387 -6.016 3.230
C 2.908 -4.991 4.015
C 2.884 -3.693 3.540
C 2.341 -3.404 2.287
P 2.372 -1.682 1.635
C 4.177 -1.419 1.922
C 4.775 -0.646 2.912
C 6.161 -0.540 2.992
C 6.970 -1.210 2.090
C 6.384 -1.997 1.105
C 5.007 -2.097 1.022
C 1.534 -0.768 2.979
C 1.777 0.589 3.211
C 1.033 1.294 4.145
C 0.003 0.665 4.833
C -0.285 -0.667 4.567
C 0.476 -1.379 3.654
C 2.213 -3.772 -1.152
C 3.136 -4.814 -1.134
C 4.300 -4.768 -1.880
C 4.547 -3.649 -2.661
C 3.610 -2.629 -2.707
C 2.404 -2.664 -1.991
P 1.191 -1.252 -2.185
C 2.467 0.117 -2.482
C 2.251 1.149 -3.397
C 3.051 2.287 -3.408
C 4.096 2.426 -2.506
C 4.324 1.413 -1.580
C 3.514 0.290 -1.570
C 0.651 -1.372 -3.954
C -0.635 -0.920 -4.245
C -1.125 -0.903 -5.539
C -0.337 -1.370 -6.586
C 0.935 -1.847 -6.313
C 1.425 -1.841 -5.011
H 1.400 -6.506 1.371
H 2.388 -7.035 3.603
H 3.325 -5.206 4.992
H 3.290 -2.888 4.144
H 4.168 -0.136 3.646
H 6.603 0.069 3.772
H 8.048 -1.123 2.152
H 6.998 -2.533 0.391
H 4.564 -2.712 0.244
H 2.534 1.112 2.640
H 1.241 2.346 4.308
H -0.592 1.219 5.550
H -1.123 -1.157 5.046
H 0.218 -2.409 3.444
H 2.920 -5.682 -0.524
H 5.003 -5.592 -1.844
H 5.455 -3.569 -3.247
H 3.828 -1.766 -3.320
H 1.428 1.079 -4.099
H 2.851 3.071 -4.130
H 4.723 3.311 -2.522
H 5.128 1.499 -0.856
H 3.694 -0.473 -0.826
H -1.274 -0.626 -3.424
H -2.132 -0.550 -5.725
H -0.722 -1.379 -7.599
H 1.556 -2.230 -7.115
H 2.420 -2.221 -4.834
S -2.372 -2.972 1.978
C -4.065 -2.591 2.244
C -4.658 -3.127 3.400
C -5.985 -2.926 3.731
C -6.787 -2.160 2.893
C -6.228 -1.618 1.748
C -4.885 -1.808 1.398
S -4.351 -1.029 -0.096
H -4.028 -3.728 4.046
H -6.390 -3.369 4.635
H -7.833 -1.990 3.122
H -6.841 -1.023 1.081
O -1.269 2.054 -2.942
S -2.425 1.453 -2.218
C -3.757 1.384 -3.434
C -3.496 1.920 -4.684
C -4.476 1.846 -5.665
C -5.689 1.230 -5.393
C -5.922 0.674 -4.141
C -4.952 0.740 -3.152
C -3.109 2.795 -1.224
C -4.172 2.574 -0.358
C -4.657 3.643 0.380
C -4.068 4.898 0.276
C -2.984 5.090 -0.567
C -2.497 4.033 -1.325
H -2.529 2.369 -4.868
H -4.282 2.258 -6.649
H -6.447 1.162 -6.164
H -6.855 0.165 -3.935
H -5.115 0.262 -2.191
H -4.586 1.577 -0.240
H -5.489 3.486 1.056
H -4.443 5.722 0.872
H -2.503 6.059 -0.625
H -1.649 4.144 -1.988
S -0.846 -3.170 -1.929
C 0.963 6.572 1.866
C 0.275 5.233 1.861
C -0.812 4.983 2.688
C -1.457 3.753 2.687
C -2.603 3.559 3.650
C -0.999 2.739 1.827
C -1.733 1.447 1.856
O -1.436 0.402 1.330
C 0.122 2.959 1.010
C 0.715 1.924 0.104
C 0.726 4.213 1.038
H 0.509 7.247 2.591
H 0.908 7.042 0.882
H 2.020 6.466 2.115
H -1.168 5.764 3.353
H -2.776 4.483 4.203
H -2.394 2.768 4.372
H -3.529 3.297 3.138
H -2.659 1.469 2.457
H 0.278 1.990 -0.895
H 0.570 0.909 0.456
H 1.782 2.112 -0.012
H 1.590 4.379 0.401
*
```

# 2
Computed, not measured: C64H63CsFN3O2P2S2 as an isolated structure, with the ωB97M-V functional and the def2-TZVPD basis.

Summary:
Calculated total energy in a.u.: -4390.49389
Relative energy (zero: lowest compared OMol25 entry of this formula, charge and spin) in kJ/mol: 153.6
HOMO energy (spin up / spin down) in eV: 0.35 / 0.50
Kohn-Sham gap (spin up / spin down) in eV: 2.562 / 2.416
Maximum force in hartree/bohr: 0.013

ORCA input file:
```
! RIJCOSX wB97M-V def2-TZVPD def2/J DEFGRID3
* xyz -2 1
Cs -0.579 -0.563 0.702
C 3.236 -2.294 0.492
C 2.853 -3.758 0.736
C 1.882 -4.229 -0.349
C 2.465 -3.937 2.203
C 3.514 -4.263 3.064
C 3.348 -4.303 4.437
C 2.105 -3.976 4.960
C 1.024 -3.652 4.143
C -0.281 -3.271 4.838
C -0.889 -1.942 4.378
C -1.332 -4.384 4.790
C 1.184 -3.670 2.735
N 0.097 -3.364 1.903
C -0.673 -4.369 1.485
C -0.473 -5.767 1.699
C -1.330 -6.731 1.184
C -2.448 -6.397 0.427
C -2.698 -5.038 0.208
C -1.845 -4.101 0.724
F -2.137 -2.777 0.494
H 3.696 -2.167 -0.492
H 3.932 -1.930 1.250
H 2.348 -1.660 0.531
H 3.767 -4.347 0.611
H 1.029 -3.555 -0.437
H 1.489 -5.228 -0.146
H 2.404 -4.252 -1.315
H 4.491 -4.473 2.636
H 4.177 -4.555 5.089
H 1.966 -3.956 6.036
H -0.008 -3.143 5.888
H -1.354 -2.059 3.401
H -0.137 -1.150 4.306
H -1.657 -1.610 5.081
H -1.713 -4.526 3.775
H -2.177 -4.125 5.434
H -0.917 -5.338 5.130
H 0.383 -6.071 2.290
H -1.116 -7.775 1.386
H -3.115 -7.153 0.035
H -3.566 -4.697 -0.346
C 2.997 0.939 3.264
C 3.086 2.284 3.728
C 2.015 3.122 3.606
C 0.795 2.662 3.006
N 0.751 1.366 2.501
C 1.796 0.571 2.666
C -0.355 3.487 2.842
C -0.228 4.910 2.849
C -1.279 5.753 2.565
C -2.543 5.232 2.268
C -2.719 3.848 2.317
C -1.682 2.973 2.621
H 3.805 0.229 3.375
H 3.990 2.642 4.209
H 2.079 4.123 4.013
H 1.663 -0.447 2.288
H 0.743 5.349 3.052
H -1.115 6.826 2.568
H -3.379 5.883 2.040
H -3.712 3.433 2.177
C 2.857 4.616 -5.642
S 1.533 3.764 -6.519
C 2.139 2.064 -6.360
C 2.084 1.493 -4.946
C 0.647 1.206 -4.527
N 0.451 0.830 -3.126
P -0.474 1.764 -2.000
C 0.566 3.223 -1.658
C 1.001 4.153 -2.606
C 1.868 5.169 -2.233
C 2.312 5.265 -0.913
C 1.880 4.354 0.033
C 1.005 3.336 -0.340
C -1.807 2.424 -3.067
C -2.475 1.544 -3.917
C -3.573 1.963 -4.655
C -4.033 3.268 -4.540
C -3.389 4.145 -3.685
C -2.280 3.727 -2.953
P 0.979 -0.644 -2.431
C 0.303 -1.925 -3.549
C -0.755 -2.662 -3.015
C -1.362 -3.677 -3.747
C -0.930 -3.947 -5.036
C 0.099 -3.198 -5.593
C 0.712 -2.195 -4.854
C 2.787 -0.670 -2.710
C 3.499 -1.770 -3.177
C 4.892 -1.757 -3.194
C 5.587 -0.654 -2.731
C 4.884 0.437 -2.232
C 3.498 0.424 -2.216
H 2.626 5.681 -5.670
H 3.817 4.448 -6.133
H 2.913 4.302 -4.601
H 3.156 2.032 -6.753
H 1.515 1.471 -7.034
H 2.542 2.183 -4.233
H 2.686 0.582 -4.918
H 0.236 0.421 -5.174
H 0.051 2.098 -4.720
H 0.648 4.095 -3.633
H 2.195 5.897 -2.966
H 2.989 6.062 -0.630
H 2.205 4.412 1.065
H 0.674 2.626 0.415
H -2.128 0.518 -4.001
H -4.079 1.265 -5.310
H -4.895 3.594 -5.108
H -3.749 5.160 -3.576
H -1.792 4.418 -2.276
H -1.123 -2.432 -2.018
H -2.162 -4.255 -3.301
H -1.396 -4.739 -5.609
H 0.430 -3.402 -6.605
H 1.527 -1.628 -5.290
H 2.973 -2.656 -3.506
H 5.431 -2.625 -3.555
H 6.670 -0.650 -2.735
H 5.416 1.293 -1.836
H 2.958 1.272 -1.803
O -8.705 1.674 4.757
C -7.555 1.913 5.513
O -7.743 2.275 6.675
C -6.304 1.704 4.864
C -5.089 1.986 5.583
C -3.856 1.832 5.009
C -3.712 1.384 3.660
S -2.125 1.240 2.919
C -4.896 1.095 2.943
C -6.142 1.232 3.512
H -8.420 1.445 3.865
H -5.179 2.325 6.608
H -2.961 2.058 5.580
H -4.812 0.745 1.918
H -6.996 0.953 2.898
*
```